No. 1
Density functional theory data (wB97M-V/def2-TZVPD) for a molecular structure, C36H28BaCl5N9O2S5 at a distorted geometry.

Geometry (Å):
Ba -0.68677 -0.20618 0.36172
O 1.00691 4.02668 4.89286
C 1.77160 2.93439 4.72269
C 2.94256 2.86143 5.47915
C 3.78768 1.77706 5.36101
C 3.48865 0.73464 4.49088
C 2.32722 0.80271 3.74403
C 1.45422 1.88265 3.83494
C 0.23342 1.87188 2.97927
O 0.02586 0.87324 2.21566
N -0.59696 2.89133 3.07935
N -1.65841 2.81178 2.13723
C -2.68903 3.42471 2.56775
S -4.13140 3.61080 1.55344
C -5.20227 3.96825 2.95503
C -4.42641 4.87600 3.89612
S -2.80243 4.12978 4.16414
H 0.22450 3.93791 4.27293
H 3.16517 3.68227 6.14808
H 4.69170 1.74191 5.95830
H 4.15210 -0.11340 4.39672
H 2.05695 0.00608 3.06354
H -5.47866 3.03863 3.45618
H -6.10160 4.45174 2.57290
H -4.91763 4.97028 4.86575
H -4.31103 5.86690 3.45275
Cl -1.51478 2.39939 -1.69506
C -3.17088 1.74176 -1.34643
C -3.28820 0.70823 -0.45926
C -4.57374 0.31863 -0.19674
Cl -4.85060 -0.97077 1.03964
C -5.70078 0.90093 -0.75694
Cl -7.31355 0.39966 -0.33127
C -5.52192 1.93428 -1.67254
Cl -6.89822 2.70035 -2.40427
C -4.23454 2.36589 -1.98323
Cl -4.00711 3.66360 -3.11232
N -3.31787 -4.88154 -2.78738
C -2.83031 -3.69626 -2.32000
N -3.19233 -3.33926 -1.09683
N -2.04279 -3.01443 -3.15040
C -1.49020 -1.93876 -2.57669
N -0.94599 -1.02695 -2.11810
H -4.17234 -5.22122 -2.38132
H -3.20287 -5.01991 -3.77642
H -3.55912 -4.03045 -0.46248
H -2.70983 -2.59115 -0.62018
S 6.17394 -2.52927 -5.39558
C 5.59600 -1.01777 -4.87602
S 4.44294 -0.88240 -3.61323
C 4.33393 0.81161 -3.78054
N 5.11394 1.28771 -4.72234
N 5.82674 0.23183 -5.31083
C 6.69683 0.64893 -6.36146
C 7.87651 -0.02774 -6.64020
C 8.70209 0.43110 -7.65690
C 8.36721 1.55738 -8.39219
C 7.19268 2.23403 -8.09096
C 6.35924 1.78951 -7.07893
S 3.26137 1.70500 -2.74721
H 8.13897 -0.90120 -6.06988
H 9.62051 -0.10293 -7.86535
H 9.01483 1.90862 -9.18469
H 6.91736 3.12206 -8.64552
H 5.45301 2.31730 -6.82455
N 2.00653 -0.92789 -0.59823
H 2.32686 -0.14644 -1.18305
H 2.00060 -1.73569 -1.21300
H 2.75177 -1.07242 0.07590
C -3.23964 -2.98977 5.27363
C -2.74564 -1.75879 4.77840
C -2.12547 -1.71016 3.56426
C -1.94160 -2.88066 2.75911
C -1.28522 -2.76679 1.47444
C -1.10606 -3.97971 0.83998
C -1.54004 -5.23257 1.35180
C -2.20147 -5.29356 2.54245
C -2.41858 -4.10331 3.28677
C -3.07746 -4.12917 4.54537
H -3.74013 -3.02469 6.23470
H -2.85409 -0.85407 5.36405
H -1.74108 -0.75671 3.21381
H -0.60725 -4.01354 -0.13028
H -1.34450 -6.14399 0.79529
H -2.55073 -6.23945 2.94601
H -3.44286 -5.07985 4.92085

Calculated values
Max |F| ... 2.59 eV Å⁻¹
ΔE to the lowest compared entry with this formula, charge and spin ... 85.0 kJ/mol
Net charge ... -2
Total energy ... -172778.8214 eV
Kohn-Sham gap ... 6.412 eV



No. 2
Density functional theory data (wB97M-V/def2-TZVPD) for 2 unconnected molecules or ions with the total composition C9H21BrSi at a distorted geometry.

Geometry (Å):
C -1.07530 2.57940 0.57426
C 0.59455 1.91405 2.25507
C 1.28665 1.91806 -0.15465
C 1.69570 -2.02764 0.51680
C -0.56966 -2.85316 0.14308
C 0.61427 -1.66339 -1.72658
C -2.37910 0.43100 -2.06182
C 0.08233 1.67873 0.85099
C 0.37456 -1.69731 -0.22812
Si -0.51015 -0.08153 0.42089
Br -1.80517 -0.64380 2.14097
H -1.08867 2.39829 -0.52930
H -2.06462 2.41066 0.87461
H -0.72404 3.59743 0.70651
H 0.97829 2.92731 2.28037
H 1.38905 1.26682 2.50770
H -0.12340 1.87392 3.06167
H 2.14120 1.14678 -0.17401
H 0.74843 1.62563 -1.07083
H 1.76623 2.92855 -0.17708
H 1.54267 -2.71701 1.35540
H 2.45404 -2.44383 -0.15735
H 2.17979 -1.12567 0.88097
H -0.06307 -3.75712 -0.13709
H -1.44265 -2.89726 -0.47641
H -0.72973 -2.90147 1.23648
H 1.10611 -2.63871 -2.03927
H -0.39007 -1.76779 -2.27432
H 1.19013 -0.86480 -2.08618
H -2.59397 -0.60281 -2.19127
H -3.13466 1.15986 -1.81479
H -1.44975 0.82678 -2.50669

Calculated values
Max |F| ... 4.22 eV Å⁻¹
ΔE to the lowest compared entry with this formula, charge and spin ... 185.0 kJ/mol
Total energy ... -87591.1440 eV
Kohn-Sham gap (spin up / spin down) ... 7.254 / 8.105 eV



No. 3
Density functional theory data (wB97M-V/def2-TZVPD) for 13 unconnected molecules or ions with the total composition C48H129N7O17 at a distorted geometry.

Geometry (Å):
C 10.44967 13.00984 28.13083
O 9.49192 12.30382 27.41832
C 8.88038 12.98118 26.30003
C 7.93657 14.18718 26.52921
N 7.72272 14.97815 25.34365
C 6.62677 15.91913 25.61777
C 6.17190 16.55915 24.29288
O 5.38684 15.64986 23.56368
C 5.13016 15.88335 22.21093
H 11.21199 13.41307 27.46422
H 11.02925 12.33965 28.76567
H 10.04089 13.86295 28.67232
H 8.30682 12.26073 25.71685
H 9.68095 13.43552 25.71628
H 8.34453 14.88509 27.26036
H 6.99685 13.77807 26.90022
H 7.42217 14.39445 24.57615
H 7.06931 16.65376 26.29051
H 5.87183 15.45062 26.24917
H 7.02109 16.91062 23.70684
H 5.66652 17.49646 24.52555
H 5.81373 16.61669 21.78309
H 4.12303 16.28692 22.10645
H 5.06878 14.92303 21.69895
C -3.66296 19.12960 18.80463
O -2.97719 17.90875 18.42301
C -2.67076 17.82980 17.05699
C -1.96598 16.52262 16.70947
N -0.51382 16.53653 16.90184
C 0.15955 15.24454 16.73778
C 1.73363 15.32722 16.89626
O 2.05103 15.71114 18.25600
C 3.41090 15.99562 18.44597
H -3.19798 20.05315 18.45972
H -3.68680 19.13483 19.89435
H -4.65243 19.17046 18.34926
H -1.94913 18.60967 16.81379
H -3.61691 17.90382 16.52088
H -2.05978 16.27885 15.65123
H -2.37610 15.69547 17.28889
H -0.34708 17.05424 17.75289
H -0.02384 14.71084 15.80524
H -0.23651 14.60811 17.52911
H 2.07400 16.06661 16.17131
H 2.17397 14.39006 16.55576
H 3.70075 16.88164 17.88112
H 4.05026 15.12158 18.32196
H 3.54371 16.42594 19.43858
C 15.23451 19.57213 21.12151
O 14.03533 20.18173 20.67411
C 13.66214 19.90570 19.32324
C 12.24097 20.33261 19.08031
N 11.79184 19.88445 17.73243
C 10.40349 20.23081 17.38995
C 10.02254 19.82594 16.00657
O 10.31789 20.81644 15.00744
C 10.46447 20.17928 13.75445
H 15.42140 18.55390 20.78036
H 15.37749 19.72047 22.19186
H 16.09395 20.16426 20.80710
H 13.70409 18.83616 19.11728
H 14.33459 20.37163 18.60294
H 12.10843 21.40628 19.21360
H 11.64095 19.89002 19.87541
H 12.45076 20.23317 17.05102
H 10.29981 21.31311 17.46739
H 9.68522 19.78897 18.08057
H 8.95260 19.62807 15.94200
H 10.38440 18.82116 15.78848
H 10.58731 20.81441 12.87717
H 9.56859 19.66306 13.40945
H 11.31978 19.50944 13.66584
C 8.50229 11.63838 15.42441
O 8.02375 10.90401 16.56416
C 7.80348 9.53248 16.26367
C 6.99421 8.95651 17.41744
N 7.75244 8.78733 18.62493
C 6.94214 8.24388 19.72114
C 7.83614 8.06851 20.96849
O 7.09105 7.32458 21.91287
C 7.81324 7.08135 23.09116
H 7.76221 11.63127 14.62420
H 9.42695 11.16893 15.08868
H 8.76566 12.66060 15.69610
H 8.73512 8.98663 16.11470
H 7.26032 9.46948 15.32075
H 6.60137 7.98399 17.12083
H 6.22069 9.70109 17.60552
H 8.17885 9.64903 18.93437
H 6.57827 7.24967 19.46185
H 6.08652 8.91393 19.80518
H 8.08168 9.00401 21.47113
H 8.80130 7.64907 20.68453
H 7.10358 6.57163 23.74282
H 8.09100 8.05878 23.48560
H 8.74260 6.56162 22.85817
C 4.26295 19.00644 20.53740
C 4.50022 20.06875 21.58582
C 3.25324 20.88139 21.97356
O 3.58340 21.88897 22.87070
C 2.86059 21.82238 24.10893
N 5.32034 19.52116 22.69981
H 3.28777 18.52750 20.62535
H 5.01553 18.25084 20.76275
H 4.49774 19.34192 19.52724
H 5.10159 20.85906 21.13653
H 2.41503 20.25246 22.27350
H 2.85643 21.37630 21.08716
H 3.00111 20.82829 24.53335
H 1.81150 21.89427 23.82200
H 3.21122 22.63547 24.74457
H 5.66471 20.32908 23.19859
H 4.76584 19.03634 23.39088
C 6.86185 17.79849 17.98406
C 7.01339 16.42544 18.53718
C 7.05833 15.37751 17.36722
O 5.83169 15.23960 16.67331
C 5.81332 14.46742 15.49464
N 8.17087 16.39722 19.37026
H 6.06553 17.85122 17.24163
H 7.72021 18.19832 17.44418
H 6.63691 18.55415 18.73671
H 6.14721 16.16806 19.14676
H 7.32030 14.36522 17.67502
H 7.83517 15.65911 16.65635
H 4.78851 14.43786 15.12453
H 6.02182 13.43781 15.78538
H 6.59050 14.78728 14.80053
H 8.97179 16.69989 18.83451
H 8.02663 17.16621 20.00898
C 8.88625 12.10987 22.52797
C 8.02285 13.32459 22.17938
C 7.55948 13.28883 20.74718
O 6.73987 12.11224 20.59486
C 6.02806 11.87073 19.36636
N 6.99353 13.42643 23.12729
H 9.28058 12.23292 23.53666
H 9.75148 12.07851 21.86579
H 8.28529 11.20087 22.50173
H 8.66522 14.18114 22.38379
H 8.41216 13.30402 20.06836
H 6.99582 14.14208 20.36990
H 5.22787 11.13304 19.42644
H 6.60518 11.57221 18.49119
H 5.44196 12.74165 19.07300
H 6.35606 14.20832 23.07838
H 6.42963 12.59856 22.99787
C 2.40904 14.72887 13.10160
C 2.38857 15.35174 11.65519
O 1.05768 15.35208 11.25413
H 1.90478 13.77366 13.24795
H 2.05347 15.44051 13.84674
H 3.46603 14.55515 13.30331
H 2.94512 14.71871 10.96409
H 2.80734 16.35479 11.73653
H 0.66599 15.92629 11.91629
C 8.82886 20.87059 20.96513
C 8.80618 19.49911 21.56085
O 7.61813 18.81417 21.21053
H 9.03894 20.90095 19.89600
H 9.68247 21.42697 21.35230
H 7.93193 21.44179 21.20459
H 8.98717 19.57557 22.63300
H 9.70777 18.93729 21.31669
H 6.94111 19.02524 21.85760
C 4.98306 18.45329 14.53117
C 6.27817 17.97235 13.89111
O 6.84804 18.96063 13.02745
H 4.14203 18.50569 13.83977
H 4.99965 19.46016 14.94837
H 4.63144 17.76584 15.30050
H 6.08206 17.08293 13.29231
H 6.95107 17.69095 14.70112
H 7.04776 19.74896 13.53760
C 10.15519 15.13299 14.07075
C 10.22501 16.58216 13.56618
O 10.50616 16.63841 12.20342
H 11.17378 14.74595 14.04324
H 9.48492 14.54280 13.44583
H 9.67119 14.95439 15.03093
H 10.87268 17.27643 14.10153
H 9.30299 17.13507 13.74582
H 11.42278 16.35768 12.15247
C 11.22860 15.10370 18.39100
C 11.73194 16.42643 17.95611
O 10.88414 17.39324 18.50088
H 11.25973 14.91986 19.46493
H 11.81160 14.34769 17.86501
H 10.23342 14.91190 17.98983
H 11.73545 16.53995 16.87204
H 12.70232 16.49234 18.44815
H 11.22399 18.27541 18.33391
C 7.28910 22.97856 17.69792
C 6.54263 21.62726 17.79743
O 6.02068 21.19685 16.55801
H 7.71999 23.18920 18.67673
H 6.61931 23.77187 17.36604
H 8.11726 22.84121 17.00266
H 5.67543 21.83035 18.42577
H 7.09220 20.80293 18.25192
H 5.14891 21.59425 16.49737

Calculated values
Max |F| ... 2.61 eV Å⁻¹
Net charge ... -1
Total energy ... -97094.4551 eV
Kohn-Sham gap (spin up / spin down) ... 1.338 / 8.443 eV
2S+1 ... 2



No. 4
Density functional theory data (wB97M-V/def2-TZVPD) for a gas-phase ion, C3H5O2 (charge +1) at a distorted geometry.

Geometry (Å):
C -1.48353 0.21681 0.01972
C 0.92676 -0.80934 0.19346
C 0.71744 0.57966 -0.25826
O -1.47567 -0.96607 -0.16600
O -0.54500 1.10860 0.10908
H -2.57123 0.72510 0.26719
H 1.33925 -1.50727 -0.35165
H 0.74374 -1.14464 1.21268
H 1.39294 1.07641 0.34141
H 0.95530 0.72075 -1.36764

Calculated values
Max |F| ... 6.39 eV Å⁻¹
ΔE to the lowest compared entry with this formula, charge and spin ... 266.6 kJ/mol
Net charge ... +1
Total energy ... -7275.9589 eV
Kohn-Sham gap ... 9.034 eV



No. 5
Density functional theory data (wB97M-V/def2-TZVPD) for a molecular structure, C19H27N12OPd at a distorted geometry.

Geometry (Å):
Pd 0.21327 -0.19684 -0.39494
N 0.69236 -0.44521 2.98767
C 0.68076 0.84396 2.47848
N 0.78734 1.92944 3.22299
N 0.76287 2.94050 2.32768
N 0.64703 2.48307 1.13201
N 0.60402 1.13231 1.18303
C -0.03198 -1.44544 2.35576
N -0.72258 -2.35244 3.02518
N -1.29739 -3.10345 2.06536
N -0.97799 -2.66777 0.90003
N -0.13873 -1.61429 1.03701
H 0.61755 -0.48200 3.99284
N -2.59397 0.56295 -0.28915
C -2.81977 0.53912 0.84446
N -3.08711 0.52867 2.14198
C -2.19281 1.23647 3.06462
C -3.00610 1.61746 4.28384
O -3.59128 0.47147 4.88498
C -4.44275 -0.21199 3.98390
C -3.69991 -0.66003 2.73722
H -1.77562 2.11408 2.57198
H -1.37732 0.57600 3.36769
H -3.79274 2.32928 3.99754
H -2.36619 2.07497 5.03664
H -5.27882 0.44161 3.69666
H -4.83445 -1.07496 4.52191
H -4.38721 -1.10237 2.01676
H -2.92649 -1.39657 2.98983
C 4.27749 1.98554 -3.24087
C 2.86091 1.63872 -2.85746
C 1.97232 2.68273 -2.48150
C 0.68076 2.42241 -2.12664
C -0.28326 3.50469 -1.75411
C 0.22342 1.07265 -2.13820
C 1.11600 -0.00090 -2.44730
C 2.45745 0.33850 -2.83542
N 0.59394 -1.20784 -2.16591
C 1.27777 -2.49078 -2.34283
C 0.28002 -3.58589 -1.97978
C 2.50876 -2.64714 -1.43636
C 1.64808 -2.65891 -3.82555
H 4.42657 3.06415 -3.27352
H 4.53054 1.57623 -4.22033
H 4.98355 1.57250 -2.51821
H 2.33310 3.70499 -2.49205
H 0.16239 4.49073 -1.88525
H -0.55990 3.38723 -0.70616
H -1.19227 3.44256 -2.35626
H -0.84621 0.88572 -2.10738
H 3.16314 -0.44221 -3.07658
H -0.10355 -3.45492 -0.97656
H 0.76100 -4.56565 -2.05142
H -0.56864 -3.56140 -2.66657
H 2.18903 -2.67262 -0.39249
H 3.21868 -1.83042 -1.54671
H 3.02891 -3.58171 -1.66033
H 0.87294 -2.21602 -4.45218
H 1.71837 -3.72061 -4.06914
H 2.60469 -2.20030 -4.08090

Calculated values
Max |F| ... 1.17 eV Å⁻¹
ΔE to the lowest compared entry with this formula, charge and spin ... 35.8 kJ/mol
Net charge ... -1
Total energy ... -43550.0458 eV
Kohn-Sham gap ... 7.890 eV